The following is a quantum chemistry calculation of a cluster of 16 separate species, C75H191N9O25 in total in a non-equilibrium geometry, from the Open Molecules 2025 dataset.

Atoms and positions in Å:
1 C -1.045 -9.628 -2.948
2 O -0.457 -9.118 -1.721
3 C 0.517 -8.082 -1.860
4 C 0.979 -7.522 -0.516
5 N 1.471 -8.560 0.423
6 C 2.603 -9.370 -0.140
7 C 3.804 -8.503 -0.492
8 O 3.798 -7.747 -1.639
9 C 5.002 -7.044 -1.707
10 H -0.274 -10.149 -3.517
11 H -1.480 -8.836 -3.557
12 H -1.813 -10.357 -2.690
13 H 0.227 -7.199 -2.429
14 H 1.321 -8.658 -2.320
15 H 0.147 -6.944 -0.114
16 H 1.759 -6.780 -0.691
17 H 0.687 -9.194 0.478
18 H 2.377 -9.994 -1.005
19 H 2.801 -10.104 0.641
20 H 4.610 -9.236 -0.529
21 H 3.980 -8.034 0.476
22 H 5.942 -7.581 -1.578
23 H 5.084 -6.097 -1.173
24 H 5.035 -6.754 -2.757
25 C -9.208 -7.888 -1.710
26 O -7.909 -7.659 -1.253
27 C -7.167 -7.111 -2.355
28 C -7.456 -5.578 -2.570
29 N -6.402 -4.852 -3.220
30 C -6.396 -5.103 -4.754
31 C -5.398 -4.196 -5.436
32 O -4.110 -4.764 -5.285
33 C -3.113 -4.059 -5.940
34 H -9.216 -8.824 -2.270
35 H -9.636 -7.121 -2.355
36 H -9.873 -8.048 -0.862
37 H -7.169 -7.626 -3.316
38 H -6.209 -7.274 -1.862
39 H -7.673 -5.163 -1.586
40 H -8.430 -5.497 -3.054
41 H -5.535 -5.336 -3.035
42 H -7.353 -4.786 -5.168
43 H -6.349 -6.163 -5.005
44 H -5.461 -3.149 -5.139
45 H -5.653 -4.103 -6.492
46 H -3.139 -4.002 -7.028
47 H -2.200 -4.506 -5.545
48 H -3.092 -3.075 -5.473
49 C 9.917 4.533 -2.854
50 O 10.624 4.927 -3.995
51 C 10.773 6.274 -4.234
52 C 11.917 6.272 -5.328
53 N 12.567 7.505 -5.607
54 C 13.099 8.227 -4.504
55 C 13.295 9.644 -4.997
56 O 14.279 9.709 -5.976
57 C 14.726 10.988 -6.293
58 H 10.571 4.428 -1.988
59 H 9.564 3.502 -2.890
60 H 8.988 5.093 -2.744
61 H 11.122 6.507 -3.228
62 H 9.779 6.700 -4.366
63 H 11.465 5.939 -6.262
64 H 12.683 5.544 -5.061
65 H 13.093 7.556 -6.468
66 H 13.948 7.661 -4.122
67 H 12.378 8.401 -3.704
68 H 13.578 10.251 -4.136
69 H 12.361 10.048 -5.387
70 H 13.891 11.539 -6.727
71 H 15.611 11.077 -6.922
72 H 14.936 11.482 -5.344
73 C -0.174 -1.680 4.327
74 O -0.307 -1.143 3.006
75 C 0.737 -1.535 2.198
76 C 0.817 -0.840 0.800
77 N 1.571 0.413 0.714
78 C 1.363 1.122 -0.529
79 C 0.058 1.906 -0.520
80 O -0.137 2.826 -1.639
81 C -0.601 2.146 -2.837
82 H 0.672 -1.049 4.598
83 H 0.084 -2.735 4.417
84 H -0.938 -1.412 5.057
85 H 0.872 -2.615 2.131
86 H 1.684 -1.247 2.655
87 H -0.210 -0.696 0.465
88 H 1.209 -1.470 0.002
89 H 1.401 0.940 1.558
90 H 1.427 0.374 -1.319
91 H 2.184 1.817 -0.704
92 H 0.182 2.614 0.299
93 H -0.836 1.448 -0.097
94 H -0.191 2.558 -3.759
95 H -1.672 2.282 -2.988
96 H -0.273 1.109 -2.912
97 C 3.965 9.354 0.623
98 O 5.396 9.032 0.688
99 C 5.950 8.373 1.743
100 C 7.494 8.321 1.581
101 N 8.167 9.555 2.052
102 C 9.522 9.612 1.687
103 C 10.104 10.945 2.135
104 O 9.824 11.979 1.237
105 C 10.549 13.140 1.435
106 H 3.772 10.160 -0.084
107 H 3.562 9.566 1.614
108 H 3.477 8.448 0.265
109 H 5.460 7.400 1.743
110 H 5.684 8.739 2.735
111 H 7.653 8.149 0.516
112 H 7.843 7.431 2.104
113 H 7.690 10.160 1.398
114 H 9.842 9.452 0.657
115 H 9.850 8.745 2.261
116 H 11.110 10.662 2.444
117 H 9.631 11.142 3.097
118 H 11.566 12.953 1.088
119 H 10.514 13.388 2.495
120 H 10.214 14.006 0.864
121 C 1.067 -13.828 1.789
122 O -0.234 -13.336 2.004
123 C -1.104 -13.253 0.861
124 C -2.511 -12.734 1.320
125 N -2.587 -11.362 1.758
126 C -3.946 -11.172 2.182
127 C -3.878 -9.946 3.198
128 O -3.593 -8.732 2.496
129 C -3.577 -7.597 3.304
130 H 1.781 -13.475 2.533
131 H 1.349 -13.533 0.778
132 H 0.984 -14.915 1.781
133 H -1.096 -14.287 0.516
134 H -0.656 -12.571 0.139
135 H -2.740 -13.376 2.170
136 H -3.191 -13.049 0.529
137 H -2.438 -10.865 0.891
138 H -4.189 -11.993 2.858
139 H -4.635 -11.238 1.340
140 H -3.088 -10.295 3.864
141 H -4.807 -9.771 3.741
142 H -3.035 -7.751 4.237
143 H -4.595 -7.364 3.615
144 H -3.290 -6.727 2.714
145 C -7.370 0.642 -11.903
146 O -7.454 1.882 -11.224
147 C -7.230 1.889 -9.885
148 C -7.353 3.361 -9.271
149 N -8.595 4.044 -9.108
150 C -9.809 3.344 -8.608
151 C -10.980 4.247 -8.549
152 O -12.181 3.508 -8.228
153 C -13.458 4.195 -8.033
154 H -7.889 0.725 -12.858
155 H -7.679 -0.250 -11.357
156 H -6.302 0.570 -12.106
157 H -6.304 1.468 -9.496
158 H -8.029 1.282 -9.459
159 H -6.565 3.884 -9.814
160 H -6.813 3.346 -8.324
161 H -8.893 4.158 -10.066
162 H -9.676 3.044 -7.569
163 H -10.058 2.467 -9.206
164 H -11.054 4.534 -9.598
165 H -10.889 5.143 -7.935
166 H -13.835 4.613 -8.966
167 H -13.461 4.948 -7.245
168 H -14.217 3.557 -7.578
169 C -10.605 2.515 14.027
170 O -10.085 1.254 13.791
171 C -9.933 0.310 14.876
172 C -8.731 -0.602 14.712
173 N -7.481 0.221 14.778
174 C -6.267 -0.633 14.808
175 C -4.970 -0.029 14.452
176 O -4.979 0.751 13.198
177 C -4.884 -0.107 12.045
178 H -10.522 3.156 13.149
179 H -9.932 3.048 14.699
180 H -11.553 2.588 14.560
181 H -10.804 -0.339 14.974
182 H -9.845 0.867 15.809
183 H -8.719 -1.147 13.768
184 H -8.820 -1.254 15.582
185 H -7.391 0.886 14.023
186 H -6.484 -1.531 14.230
187 H -6.187 -1.056 15.809
188 H -4.168 -0.763 14.365
189 H -4.782 0.642 15.290
190 H -4.023 -0.775 12.082
191 H -4.838 0.588 11.206
192 H -5.806 -0.673 11.919
193 C 1.611 9.817 -7.225
194 O 2.188 8.820 -8.050
195 C 2.582 7.696 -7.326
196 C 3.302 6.692 -8.201
197 N 2.363 6.162 -9.194
198 C 2.688 4.983 -10.038
199 C 1.469 4.941 -11.008
200 O 1.868 5.813 -12.089
201 C 1.722 5.301 -13.419
202 H 0.571 9.719 -6.914
203 H 1.436 10.737 -7.783
204 H 2.193 10.043 -6.332
205 H 1.728 7.165 -6.908
206 H 3.270 7.927 -6.513
207 H 3.784 5.994 -7.516
208 H 4.152 7.097 -8.749
209 H 1.784 6.805 -9.715
210 H 2.538 4.086 -9.437
211 H 3.627 5.008 -10.591
212 H 0.517 5.228 -10.562
213 H 1.306 3.918 -11.350
214 H 2.125 5.952 -14.195
215 H 0.666 5.068 -13.555
216 H 2.304 4.410 -13.658
217 C -5.669 0.388 1.555
218 C -6.616 0.836 0.420
219 C -5.866 1.196 -0.856
220 O -7.615 -0.209 0.346
221 H -5.101 -0.420 1.094
222 H -6.159 0.030 2.460
223 H -4.962 1.205 1.696
224 H -7.137 1.668 0.894
225 H -5.293 2.123 -0.882
226 H -6.554 1.162 -1.700
227 H -5.153 0.380 -0.978
228 H -7.105 -0.864 -0.137
229 C 5.590 -1.035 -6.548
230 C 6.621 -1.071 -7.726
231 C 6.881 -2.505 -8.104
232 O 6.035 -0.274 -8.731
233 H 6.051 -1.569 -5.718
234 H 4.577 -1.366 -6.779
235 H 5.458 -0.012 -6.194
236 H 7.546 -0.601 -7.393
237 H 7.669 -2.459 -8.855
238 H 5.975 -2.902 -8.562
239 H 7.181 -3.145 -7.274
240 H 6.696 0.187 -9.252
241 C -2.778 -7.687 10.771
242 C -3.972 -8.594 11.317
243 C -4.456 -9.796 10.406
244 O -3.585 -9.196 12.491
245 H -2.494 -6.877 11.443
246 H -3.189 -7.272 9.851
247 H -2.003 -8.391 10.469
248 H -4.808 -7.927 11.523
249 H -5.458 -10.126 10.680
250 H -3.703 -10.582 10.346
251 H -4.368 -9.380 9.402
252 H -4.191 -9.930 12.620
253 C 3.951 -8.650 7.492
254 C 3.159 -9.268 6.258
255 C 2.300 -10.366 6.831
256 O 2.316 -8.199 5.825
257 H 4.439 -7.704 7.259
258 H 4.636 -9.425 7.835
259 H 3.208 -8.454 8.264
260 H 3.786 -9.700 5.478
261 H 1.871 -10.828 5.942
262 H 1.517 -10.130 7.552
263 H 2.931 -11.006 7.448
264 H 1.883 -8.538 5.038
265 C -5.629 10.528 0.454
266 C -4.422 9.920 -0.272
267 C -4.254 8.473 -0.035
268 O -4.636 10.109 -1.666
269 H -5.374 10.431 1.509
270 H -6.434 9.794 0.489
271 H -5.945 11.529 0.161
272 H -3.492 10.387 0.053
273 H -3.459 7.932 -0.550
274 H -5.058 7.832 -0.398
275 H -4.208 8.308 1.041
276 H -4.292 10.948 -1.982
277 C -1.566 4.228 5.984
278 C -0.019 4.013 6.008
279 C 0.597 3.610 7.281
280 O 0.472 2.983 5.113
281 H -1.779 4.424 4.933
282 H -1.844 5.140 6.510
283 H -2.155 3.320 6.117
284 H 0.485 4.927 5.693
285 H 1.675 3.455 7.250
286 H 0.316 2.567 7.426
287 H 0.250 4.184 8.140
288 H 0.077 2.125 5.280
289 C 6.747 1.684 4.719
290 C 7.667 0.764 3.857
291 C 8.780 0.107 4.701
292 O 6.805 -0.249 3.379
293 H 6.124 1.120 5.414
294 H 6.132 2.344 4.108
295 H 7.423 2.312 5.299
296 H 8.045 1.248 2.957
297 H 9.576 0.803 4.967
298 H 9.110 -0.793 4.182
299 H 8.390 -0.320 5.624
300 H 6.122 0.091 2.796

Summary:
total charge: 0
relative energy (zero: lowest compared OMol25 entry of this formula, charge and spin): 1227.3 kJ/mol
calculated total energy: -145445.36034 eV